Record 1
Here is a molecular structure, C18H56LiN15O13 from the Open Molecules 2025 dataset. Energies are from ωB97M-V with the def2-TZVPD basis set.

Summary:
Frontier orbital gap: 7.40 eV
Relative energy (zero: lowest compared OMol25 entry of this formula, charge and spin): 0.0 kJ/mol
E_LUMO: -1.2 eV

CARTESIAN COORDINATES (ANGSTROEM)
Li1 -8.388 -1.479 19.597
C1 -9.490 1.226 22.687
C2 -9.335 0.079 21.722
O1 -9.562 -1.118 22.063
O2 -8.714 0.318 20.630
H1 -10.561 1.249 22.923
H2 -9.201 2.171 22.240
H3 -8.977 1.014 23.624
C3 -6.527 -2.103 24.324
O3 -5.445 -2.629 24.564
N1 -6.919 -1.547 23.139
N2 -7.503 -1.937 25.245
H4 -7.840 -1.309 22.811
H5 -6.158 -1.415 22.494
H6 -8.360 -1.485 24.958
H7 -7.539 -2.460 26.101
C4 -13.962 1.951 20.309
O4 -13.503 1.777 19.183
N3 -13.233 1.627 21.410
N4 -15.164 2.537 20.582
H8 -13.588 1.488 22.339
H9 -12.315 1.286 21.201
H10 -15.875 2.534 19.872
H11 -15.485 2.713 21.515
C5 -10.573 4.538 24.962
O5 -11.361 3.889 24.285
N5 -9.283 4.770 24.557
N6 -10.871 5.033 26.191
H12 -8.835 4.353 23.765
H13 -8.810 5.552 24.974
H14 -11.784 4.858 26.565
H15 -10.237 5.674 26.628
C6 -13.359 0.752 25.133
O6 -12.932 0.252 24.103
N7 -14.662 0.751 25.519
N8 -12.486 1.376 26.016
H16 -15.275 0.200 24.941
H17 -14.944 1.191 26.371
H18 -12.829 1.648 26.921
H19 -11.816 1.992 25.581
C7 -12.978 -2.446 20.843
O7 -14.070 -2.983 20.725
N9 -11.976 -2.872 21.676
N10 -12.496 -1.402 20.106
H20 -11.085 -2.434 21.494
H21 -12.129 -3.300 22.569
H22 -11.647 -1.020 20.471
H23 -13.115 -0.968 19.441
C8 -8.893 -5.065 22.226
O8 -9.510 -5.223 21.183
N11 -8.197 -6.090 22.848
N12 -8.938 -3.931 22.973
H24 -7.636 -5.941 23.663
H25 -8.246 -6.999 22.427
H26 -9.260 -3.068 22.559
H27 -8.254 -3.841 23.701
C9 -9.957 2.795 17.511
O9 -10.772 3.302 16.742
N13 -10.348 2.024 18.558
N14 -8.620 3.030 17.398
H28 -9.655 1.592 19.143
H29 -11.321 1.884 18.778
H30 -8.015 2.575 18.068
H31 -8.454 3.885 16.899
C10 -4.023 7.735 21.621
C11 -5.492 7.656 21.158
C12 -5.627 7.715 19.635
C13 -5.261 6.379 18.942
C14 -6.071 5.211 19.572
C15 -6.076 5.138 21.102
N15 -6.153 6.455 21.687
O10 -6.130 6.383 23.094
C16 -7.327 4.336 21.484
C17 -4.821 4.327 21.486
C18 -6.221 8.892 21.678
H32 -3.893 7.689 22.702
H33 -3.572 8.629 21.196
H34 -3.504 6.834 21.281
H35 -6.685 7.802 19.381
H36 -5.016 8.545 19.286
H37 -4.187 6.185 18.980
H38 -5.598 6.540 17.918
H39 -5.602 4.380 19.044
H40 -7.037 5.332 19.075
H41 -7.411 3.939 22.500
H42 -8.205 4.806 21.052
H43 -7.189 3.343 21.033
H44 -4.869 3.316 21.071
H45 -3.864 4.806 21.284
H46 -4.703 3.997 22.533
H47 -7.237 9.009 21.298
H48 -5.729 9.813 21.348
H49 -6.231 8.957 22.768
H50 -5.350 5.842 23.303
O11 -6.069 2.017 25.450
H51 -5.882 1.870 26.383
H52 -7.025 2.123 25.414
O12 -10.133 -0.793 25.592
H53 -10.393 -0.981 24.677
H54 -10.724 -0.080 25.861
O13 -6.732 1.629 19.265
H55 -6.053 1.812 19.920
H56 -7.407 1.120 19.748

These are the Mulliken partial charges, in e, on atoms 1 to 99: Li 0.84; C 0.07; C 0.68; O -1.13; O -1.08; H -0.12; H 0.11; H 0.33; C 0.29; O -0.68; N -0.11; N -0.15; H 0.16; H 0.16; H 0.22; H 0.22; C 0.54; O -0.69; N 0.03; N -0.40; H 0.17; H -0.12; H 0.25; H 0.15; C 0.57; O -0.63; N -0.30; N -0.40; H 0.15; H 0.17; H 0.24; H 0.15; C 0.65; O -0.52; N -0.48; N -0.44; H 0.26; H 0.14; H 0.17; H 0.25; C 0.54; O -0.69; N -0.14; N -0.30; H 0.10; H 0.20; H 0.07; H 0.19; C 0.46; O -0.64; N -0.37; N -0.19; H 0.17; H 0.22; H 0.24; H 0.23; C 0.56; O -0.70; N 0.01; N -0.34; H 0.15; H 0.08; H 0.24; H 0.23; C -1.65; C 1.63; C -1.27; C -1.06; C -1.06; C 1.70; N 0.35; O -0.45; C -1.12; C -1.67; C -1.97; H 0.32; H 0.45; H 0.34; H 0.39; H 0.48; H 0.38; H 0.46; H 0.13; H 0.47; H 0.06; H 0.61; H -0.03; H 0.27; H 0.31; H 0.50; H 0.40; H 0.41; H 0.39; H 0.37; O -0.60; H 0.30; H 0.30; O -0.71; H 0.20

Record 2
Here is a molecular structure, C18H56N4O8 from the Open Molecules 2025 dataset. Energies are from ωB97M-V with the def2-TZVPD basis set.

Summary:
Frontier orbital gap: 7.27 eV
Relative energy (zero: lowest compared OMol25 entry of this formula, charge and spin): 3166.0 kJ/mol
E_LUMO: 0.3 eV

CARTESIAN COORDINATES (ANGSTROEM)
O1 5.918 2.630 -11.683
H1 6.098 3.419 -12.194
H2 6.440 2.735 -10.887
O2 7.707 3.973 -9.988
H3 7.069 4.571 -10.377
H4 7.178 3.339 -9.504
O3 5.926 4.914 -10.821
H5 5.318 5.582 -11.138
H6 5.393 4.351 -10.261
C1 7.813 3.023 -12.428
C2 9.331 3.293 -12.728
C3 9.831 4.631 -12.159
O4 9.344 5.735 -12.932
C4 9.713 6.928 -12.248
N1 10.070 2.135 -12.172
H7 7.489 2.150 -12.996
H8 7.106 3.781 -12.765
H9 7.636 2.825 -11.371
H10 9.573 3.277 -13.791
H11 10.908 4.755 -12.265
H12 9.583 4.622 -11.098
H13 9.320 7.874 -12.621
H14 10.791 7.076 -12.313
H15 9.591 6.828 -11.169
H16 11.011 2.147 -12.537
H17 9.654 1.302 -12.564
C5 4.143 5.322 -9.242
C6 4.443 3.895 -8.775
C7 3.228 3.015 -8.813
O5 3.436 1.680 -8.386
C8 2.349 0.917 -8.674
N2 5.485 3.479 -9.605
H18 3.668 5.498 -10.207
H19 4.977 5.994 -9.041
H20 3.394 5.744 -8.572
H21 4.908 3.914 -7.789
H22 2.623 3.200 -9.701
H23 2.616 3.492 -8.047
H24 2.514 -0.092 -8.295
H25 2.072 0.904 -9.728
H26 1.485 1.392 -8.208
H27 6.385 3.632 -9.173
H28 5.481 2.492 -9.822
C9 3.690 1.866 -15.585
C10 2.639 2.808 -15.036
C11 3.190 4.262 -15.341
O6 4.489 4.443 -14.842
C12 4.706 4.305 -13.485
N3 1.370 2.791 -15.715
H29 4.594 1.862 -14.976
H30 4.044 2.062 -16.598
H31 3.257 0.871 -15.681
H32 2.581 2.612 -13.966
H33 2.571 4.964 -14.783
H34 3.110 4.720 -16.327
H35 4.615 3.277 -13.136
H36 3.959 4.769 -12.840
H37 5.717 4.498 -13.126
H38 0.737 2.400 -15.033
H39 1.137 3.774 -15.732
C13 8.291 1.111 -16.534
C14 7.226 2.216 -16.659
C15 7.334 3.261 -15.435
O7 7.102 2.621 -14.124
C16 5.786 2.317 -13.789
N4 7.391 2.898 -17.952
H40 8.215 0.361 -17.321
H41 8.287 0.457 -15.662
H42 9.295 1.527 -16.622
H43 6.235 1.774 -16.561
H44 6.772 4.169 -15.651
H45 8.390 3.499 -15.307
H46 5.682 2.470 -12.715
H47 5.563 1.307 -14.133
H48 5.096 3.011 -14.268
H49 6.945 3.771 -17.708
H50 8.303 3.331 -17.996
C17 3.312 1.313 -12.421
C18 3.212 2.545 -11.524
O8 3.988 3.595 -11.827
H51 2.622 0.523 -12.125
H52 4.363 1.069 -12.577
H53 3.061 1.684 -13.414
H54 3.547 2.245 -10.531
H55 2.241 3.032 -11.425
H56 4.662 3.727 -11.156

Which charges does Mulliken predict for the atoms? In e, they are: O -0.15; H -2.96; H 0.61; O -0.88; H 0.56; H 0.19; O -0.39; H 0.72; H -0.41; C -1.60; C 0.52; C -1.36; O -0.27; C -0.90; N -0.87; H 0.53; H 2.12; H 1.71; H 0.28; H 0.58; H 0.43; H 0.27; H 0.37; H 0.34; H 0.31; H 0.29; C -1.59; C 0.77; C -2.20; O -0.40; C -0.64; N -0.10; H 0.27; H 0.37; H 0.54; H 0.65; H 0.77; H 0.71; H 0.27; H 0.17; H 0.34; H 0.68; H 0.06; C -0.82; C 1.57; C -1.35; O -0.23; C 0.23; N -0.78; H -0.22; H 0.47; H 0.26; H -0.17; H 0.51; H 0.33; H 0.55; H 0.51; H -0.62; H 0.34; H 0.38; C -1.58; C 0.87; C -1.22; O -0.77; C 0.73; N -0.75; H 0.41; H 0.30; H 0.36; H -0.20; H 0.33; H 0.77; H -0.58; H 1.09; H -0.39; H 0.38; H 0.34; C -1.60; C -0.01; O -0.63; H 0.65; H 0.15; H 0.22; H 0.29; H 0.38; H -1.22